(1)
{
  "formula": "C34H73F8N12O18S8",
  "method": "ωB97M-V/def2-TZVPD",
  "symbols": ["C", "C", "N", "C", "C", "C", "C", "C", "O", "C", "H", "H", "H", "H", "H", "H", "H", "H", "H", "H", "H", "H", "H", "H", "H", "H", "H", "H", "H", "H", "C", "C", "N", "C", "C", "C", "C", "C", "O", "C", "H", "H", "H", "H", "H", "H", "H", "H", "H", "H", "H", "H", "H", "H", "H", "H", "H", "H", "H", "H", "C", "C", "N", "C", "C", "N", "C", "C", "H", "H", "H", "H", "H", "H", "H", "H", "H", "H", "H", "C", "C", "N", "C", "C", "N", "C", "C", "H", "H", "H", "H", "H", "H", "H", "H", "H", "H", "H", "C", "C", "N", "C", "C", "N", "C", "C", "H", "H", "H", "H", "H", "H", "H", "H", "H", "H", "H", "N", "S", "O", "O", "F", "S", "O", "O", "F", "N", "S", "O", "O", "F", "S", "O", "O", "F", "N", "S", "O", "O", "F", "S", "O", "O", "F", "N", "S", "O", "O", "F", "S", "O", "O", "F"],
  "coordinates": [[-1.16968, 6.08720, 6.29494], [-2.08802, 5.40880, 5.29921], [-1.51654, 5.12105, 3.93521], [-0.28295, 4.22644, 4.12661], [-2.56343, 4.24349, 3.09601], [-3.77622, 5.05509, 2.75216], [-1.24126, 6.42377, 3.17663], [-0.75112, 6.24231, 1.75859], [0.51746, 5.69624, 1.73857], [1.01558, 5.80128, 0.40663], [-0.75314, 7.03539, 5.95324], [-0.36672, 5.47171, 6.72021], [-1.83119, 6.33043, 7.11061], [-3.09094, 5.86120, 5.16947], [-2.34855, 4.41157, 5.69469], [0.58217, 4.70614, 4.59064], [-0.05639, 3.85342, 3.14763], [-0.58031, 3.40941, 4.79020], [-2.70883, 3.32750, 3.70599], [-2.06535, 3.97147, 2.19840], [-4.47756, 5.12832, 3.59642], [-4.30464, 4.52870, 1.98006], [-3.54272, 6.05197, 2.31176], [-0.51720, 6.95569, 3.76838], [-2.19720, 6.98345, 3.23396], [-0.77917, 7.17405, 1.22094], [-1.39798, 5.54557, 1.21989], [1.96848, 5.30280, 0.43858], [1.03729, 6.84202, 0.10516], [0.35134, 5.25129, -0.27796], [1.72973, -0.51548, -2.61857], [0.93285, -0.16378, -1.39159], [0.15723, -1.35343, -0.88260], [-0.57506, -2.12314, -2.00426], [1.11712, -2.21477, -0.06522], [0.44673, -3.50611, 0.31630], [-1.05691, -0.81681, -0.05623], [-0.68670, -0.41929, 1.36897], [0.40015, 0.47692, 1.47746], [0.06363, 1.79307, 1.27033], [2.51366, -1.25535, -2.52631], [2.11471, 0.42752, -3.01176], [0.96781, -0.71183, -3.33485], [0.21421, 0.64429, -1.63201], [1.61381, 0.15641, -0.57926], [-1.33647, -2.79704, -1.61312], [0.18986, -2.68810, -2.55251], [-0.93901, -1.40435, -2.76065], [1.43667, -1.61863, 0.81448], [2.05698, -2.26442, -0.64465], [1.13940, -4.06427, 0.94231], [0.33631, -4.12780, -0.55194], [-0.45189, -3.42296, 0.92357], [-1.71450, -1.68746, 0.00142], [-1.63367, -0.10771, -0.67064], [-0.48656, -1.36653, 1.88883], [-1.66328, -0.04092, 1.73495], [-0.78969, 2.23151, 1.89160], [-0.21372, 1.82981, 0.20598], [0.97706, 2.36663, 1.48203], [6.83051, 0.18083, -3.90479], [6.15470, -0.86717, -4.93415], [4.89951, -0.45935, -5.47845], [4.62768, 0.73153, -6.13453], [3.34237, 0.61890, -6.51078], [2.83970, -0.58650, -5.99781], [3.83180, -1.21623, -5.41998], [1.44848, -1.06832, -6.08847], [7.58391, -0.30386, -3.26523], [6.05421, 0.68079, -3.35144], [7.37899, 0.84171, -4.58086], [6.02667, -1.93025, -4.57727], [6.85287, -0.89624, -5.74538], [5.42111, 1.42379, -6.33257], [2.68859, 1.20362, -7.12002], [3.79864, -2.12936, -4.88238], [0.84791, -0.58060, -5.35319], [1.35819, -2.11616, -5.78953], [1.02366, -0.91763, -7.04327], [-0.26540, -5.11698, 3.39179], [0.68838, -4.66319, 4.53540], [1.35734, -3.44131, 4.21061], [2.24300, -3.14124, 3.10790], [2.47496, -1.82897, 3.21488], [1.68472, -1.31582, 4.19432], [1.06877, -2.32204, 4.82128], [1.71774, 0.08753, 4.62348], [-0.84831, -5.99561, 3.62413], [0.21438, -5.36662, 2.44254], [-0.96136, -4.32981, 3.13105], [1.41357, -5.43756, 4.75006], [0.19230, -4.44650, 5.46888], [2.60837, -3.96658, 2.49502], [3.12101, -1.13550, 2.69238], [0.51237, -2.17116, 5.69799], [2.33884, 0.29588, 5.51260], [0.65996, 0.30376, 4.82976], [1.95251, 0.74357, 3.79701], [-5.14516, -4.69108, -3.43067], [-5.72240, -3.77398, -2.32053], [-5.49851, -2.35590, -2.44088], [-5.46983, -1.50917, -1.34898], [-5.14822, -0.30810, -1.88650], [-5.19610, -0.38556, -3.28529], [-5.27298, -1.69122, -3.55407], [-5.04503, 0.62669, -4.29611], [-4.10093, -4.56773, -3.68247], [-5.66434, -4.63713, -4.42171], [-5.34716, -5.69429, -3.12692], [-5.26735, -4.09094, -1.36049], [-6.78460, -3.94912, -2.33465], [-5.51835, -1.94665, -0.35886], [-4.91638, 0.67299, -1.47996], [-5.10916, -2.13213, -4.51535], [-5.65069, 0.25554, -5.08328], [-4.01572, 0.79410, -4.54348], [-5.45725, 1.58583, -3.97179], [-1.45946, 2.82492, -2.00698], [-1.47529, 2.13571, -3.42449], [-0.20335, 1.60953, -3.79750], [-2.30305, 2.72502, -4.40417], [-2.08932, 0.76756, -2.97217], [-2.81261, 3.05644, -1.15526], [-4.16039, 2.69755, -1.78903], [-2.73699, 4.25260, -0.32413], [-2.87056, 1.88193, -0.13305], [4.25789, -3.46734, -2.81138], [2.98149, -4.18655, -3.02937], [1.95344, -3.88291, -2.06993], [3.15558, -5.49165, -3.55895], [2.46221, -3.34218, -4.31404], [4.99597, -2.78544, -1.58641], [6.44844, -3.05521, -1.51007], [4.16770, -2.90242, -0.33669], [4.85209, -1.31339, -1.82077], [4.60101, 0.29933, 3.19255], [5.36966, 1.11589, 4.31952], [4.63798, 1.50644, 5.49148], [6.26706, 2.00227, 3.71439], [6.30427, -0.09489, 4.88308], [4.30044, 1.11595, 1.95496], [5.50029, 1.44096, 1.25306], [3.27321, 2.17121, 2.12394], [3.57837, 0.03234, 1.05846], [-3.48875, -3.64575, 0.52888], [-4.11791, -2.98287, 1.77808], [-3.83767, -3.76608, 2.92247], [-5.45212, -2.45166, 1.62607], [-3.11727, -1.70763, 1.88107], [-3.14222, -5.13082, 0.34596], [-4.06048, -5.89036, -0.53214], [-2.76941, -5.74496, 1.60887], [-1.78838, -5.06076, -0.38010]],
  "total_charge": 1
}

***

(2)
{
  "formula": "C34H74BN6O8",
  "method": "ωB97M-V/def2-TZVPD",
  "symbols": ["C", "C", "C", "C", "C", "C", "C", "O", "B", "C", "C", "C", "N", "O", "C", "C", "C", "O", "O", "C", "C", "C", "N", "C", "C", "H", "H", "H", "H", "H", "H", "H", "H", "H", "H", "H", "H", "H", "H", "H", "H", "H", "H", "H", "H", "H", "H", "H", "H", "H", "H", "H", "H", "H", "H", "C", "C", "C", "O", "C", "N", "H", "H", "H", "H", "H", "H", "H", "H", "H", "H", "H", "C", "C", "C", "O", "C", "N", "H", "H", "H", "H", "H", "H", "H", "H", "H", "H", "H", "C", "C", "C", "O", "C", "N", "H", "H", "H", "H", "H", "H", "H", "H", "H", "H", "H", "C", "C", "C", "O", "C", "N", "H", "H", "H", "H", "H", "H", "H", "H", "H", "H", "H"],
  "coordinates": [[2.37661, 1.07386, 1.35750], [3.00409, 0.38911, 0.13378], [4.32079, -0.24757, 0.58249], [2.09726, -0.70135, -0.45830], [0.98143, -0.21925, -1.40253], [1.58221, -0.07505, -2.81149], [-0.21274, -1.21302, -1.46651], [-1.46124, -0.70982, -1.08903], [-2.00911, -1.08243, 0.25394], [-2.14589, -2.73765, 0.43161], [-1.60634, -3.36786, 1.73141], [-0.09295, -3.43746, 1.79150], [0.52527, -2.95709, 2.95325], [0.57307, -3.91863, 0.90487], [-1.19092, -0.37837, 1.49313], [-1.18631, 1.13705, 1.38539], [-0.79831, 1.89007, 2.64026], [-0.62326, 1.42396, 3.72781], [-0.70970, 3.23494, 2.46941], [-3.52680, -0.45631, 0.27640], [-4.37986, -0.55472, 1.39379], [-5.65046, 0.02025, 1.37180], [-6.16245, 0.68431, 0.32793], [-5.37062, 0.77079, -0.74810], [-4.08297, 0.23664, -0.81660], [1.84515, 0.34934, 1.97544], [3.18370, 1.51568, 1.94796], [1.71572, 1.88650, 1.05453], [3.22325, 1.14377, -0.63165], [4.89755, -0.67462, -0.23987], [4.12471, -1.02031, 1.33296], [4.92158, 0.52060, 1.08219], [2.73127, -1.39624, -1.02406], [1.68077, -1.29837, 0.36082], [0.63367, 0.77981, -1.12134], [0.84022, 0.31052, -3.51547], [1.97776, -1.03054, -3.16250], [2.40863, 0.64716, -2.80290], [0.05865, -2.11416, -0.90182], [-0.29859, -1.53181, -2.51661], [-3.19539, -3.03969, 0.35239], [-1.63007, -3.24268, -0.39286], [-1.94110, -4.41392, 1.78681], [-2.00447, -2.87621, 2.62338], [1.26506, -2.29617, 2.75918], [-0.13728, -2.56384, 3.60551], [-1.64881, -0.62727, 2.45779], [-0.14972, -0.71967, 1.53246], [-2.17560, 1.52029, 1.10839], [-0.50279, 1.47899, 0.60370], [-0.66863, 3.41233, 1.51189], [-4.04811, -1.07719, 2.28853], [-6.28965, -0.06090, 2.24808], [-5.78214, 1.30323, -1.60336], [-3.49135, 0.34373, -1.72046], [6.83704, 5.98884, -0.09763], [6.06372, 4.79465, -0.64815], [4.95936, 4.27701, 0.28051], [5.41604, 3.52668, 1.38587], [5.87898, 4.27368, 2.49173], [7.01282, 3.74452, -1.02741], [7.56253, 5.68275, 0.65632], [7.39095, 6.47518, -0.90037], [6.16615, 6.72493, 0.34961], [5.56023, 5.12360, -1.56285], [4.33402, 3.58637, -0.29165], [4.31171, 5.09650, 0.62153], [5.31262, 5.20272, 2.60957], [6.94431, 4.50830, 2.41241], [5.73276, 3.65959, 3.37982], [6.51875, 3.00311, -1.51501], [7.35122, 3.30825, -0.17385], [-3.73274, 3.87319, 0.36825], [-2.71217, 4.71599, -0.39131], [-3.11419, 5.04869, -1.83208], [-2.98308, 3.98309, -2.74527], [-4.04270, 3.04085, -2.74087], [-1.41011, 4.04631, -0.32009], [-3.69538, 2.82387, 0.07284], [-3.52377, 3.91127, 1.43748], [-4.74900, 4.23751, 0.20525], [-2.61866, 5.67455, 0.13027], [-2.44346, 5.82879, -2.20506], [-4.13616, 5.45246, -1.85901], [-5.00297, 3.53025, -2.54695], [-3.88635, 2.25297, -2.00313], [-4.07197, 2.58405, -3.72959], [-0.68752, 4.64207, -0.71528], [-1.44041, 3.23165, -0.93041], [8.69321, -4.78553, -2.54967], [8.42837, -3.29652, -2.35043], [7.90133, -2.93659, -0.95581], [6.54706, -3.25650, -0.73239], [6.27502, -4.59861, -0.38049], [7.55231, -2.82165, -3.42371], [7.76753, -5.33722, -2.71312], [9.31992, -4.93766, -3.42822], [9.20315, -5.21800, -1.68649], [9.38545, -2.77503, -2.45699], [7.96186, -1.85081, -0.84159], [8.53119, -3.38344, -0.17320], [7.08017, -5.01836, 0.23164], [6.12465, -5.23084, -1.25936], [5.35299, -4.59926, 0.19913], [7.47511, -1.81027, -3.37770], [6.61236, -3.15980, -3.23467], [-8.35635, -4.00958, 2.07394], [-8.42773, -2.66340, 1.35733], [-9.79730, -2.36263, 0.73571], [-10.08870, -3.07203, -0.45523], [-10.55362, -4.39130, -0.27798], [-7.32915, -2.57507, 0.40075], [-8.25186, -4.83328, 1.36715], [-7.48384, -4.03371, 2.72607], [-9.24544, -4.18834, 2.68389], [-8.26216, -1.88234, 2.10704], [-9.81565, -1.30768, 0.45382], [-10.60162, -2.52472, 1.46850], [-11.17618, -4.47658, 0.61939], [-9.73439, -5.11199, -0.21027], [-11.15882, -4.64388, -1.14916], [-7.27813, -1.62897, 0.03084], [-7.54806, -3.16544, -0.39709]],
  "relative_energy_kcal_mol": 0.00,
  "total_charge": -1
}

***

(3)
{
  "formula": "C34H74F3N4O6",
  "method": "ωB97M-V/def2-TZVPD",
  "symbols": ["N", "O", "O", "O", "C", "C", "C", "C", "N", "C", "C", "C", "C", "C", "C", "C", "H", "H", "H", "H", "H", "H", "H", "H", "H", "H", "H", "H", "H", "H", "H", "H", "H", "H", "H", "H", "H", "H", "H", "H", "C", "C", "C", "C", "N", "C", "C", "C", "C", "C", "C", "C", "H", "H", "H", "H", "H", "H", "H", "H", "H", "H", "H", "H", "H", "H", "H", "H", "H", "H", "H", "H", "H", "H", "H", "H", "C", "C", "N", "C", "C", "C", "C", "C", "O", "C", "H", "H", "H", "H", "H", "H", "H", "H", "H", "H", "H", "H", "H", "H", "H", "H", "H", "H", "H", "H", "C", "O", "O", "C", "F", "F", "F", "C", "C", "H", "H", "H", "H", "H", "H"],
  "coordinates": [[2.97712, -2.08846, -0.62663], [3.13343, -2.86389, -1.52707], [1.99391, -2.21888, 0.04982], [3.75190, -1.15575, -0.44797], [-0.29041, 1.66732, -7.38617], [-0.02640, 2.75096, -6.38760], [1.46349, 3.35641, -6.29969], [2.54239, 2.30527, -6.08440], [4.02588, 2.75102, -6.15490], [4.93663, 1.51129, -6.05256], [6.14082, 1.90565, -5.23481], [5.86842, 3.25503, -4.53942], [4.43047, 3.67786, -4.85393], [4.36672, 3.55601, -7.43750], [5.86087, 3.76539, -7.74927], [6.04093, 4.73032, -8.82488], [-0.31802, 2.01078, -8.42027], [-1.33008, 1.39385, -7.20614], [0.36007, 0.81087, -7.20874], [-0.28126, 2.36611, -5.40016], [-0.75192, 3.56155, -6.45597], [1.57984, 4.09123, -5.50306], [1.57940, 3.94335, -7.21083], [2.42413, 1.47230, -6.77743], [2.54287, 1.71916, -5.16539], [5.10513, 1.24722, -7.09658], [4.33268, 0.75398, -5.55272], [7.09221, 1.98438, -5.76089], [6.22217, 1.11857, -4.48515], [6.54927, 4.00989, -4.93277], [5.92753, 3.21267, -3.45184], [4.18391, 4.72745, -5.01413], [3.79069, 3.23383, -4.09130], [3.85302, 4.49859, -7.24843], [3.81347, 2.93445, -8.14155], [6.26084, 2.76819, -7.93291], [6.41950, 4.25022, -6.94867], [5.21513, 4.79257, -9.53361], [6.85525, 4.32748, -9.42712], [6.22571, 5.75791, -8.51182], [-7.60451, 3.62378, 0.01102], [-6.53504, 3.14027, -0.83944], [-5.50236, 2.09206, -0.15156], [-6.16851, 0.85822, 0.21161], [-5.36597, -0.25686, 0.87096], [-6.26046, -1.42929, 1.34405], [-6.81106, -1.01207, 2.72386], [-5.70794, -0.09348, 3.30989], [-4.70573, 0.13070, 2.21647], [-4.20753, -0.96474, -0.04683], [-4.56115, -1.33971, -1.49132], [-3.48367, -1.87950, -2.29065], [-8.10856, 4.43417, -0.51558], [-7.32443, 3.83180, 1.04368], [-8.29238, 2.77825, 0.01450], [-5.85340, 3.94257, -1.12190], [-7.02672, 2.78557, -1.74527], [-5.24212, 2.63072, 0.75961], [-4.60238, 1.90848, -0.73845], [-6.59556, 0.49074, -0.72149], [-6.99252, 0.96364, 0.91731], [-5.60924, -2.27201, 1.57608], [-7.01882, -1.71285, 0.61426], [-6.90951, -1.90554, 3.34039], [-7.80048, -0.55543, 2.69904], [-5.10047, -0.48339, 4.12661], [-6.11058, 0.83254, 3.72034], [-3.75746, -0.37705, 2.39273], [-4.49591, 1.19305, 2.09208], [-3.86567, -1.81563, 0.54244], [-3.38607, -0.25195, 0.02557], [-4.83138, -0.40714, -1.98668], [-5.45490, -1.95642, -1.58602], [-3.23835, -2.92632, -2.11155], [-2.66356, -1.16368, -2.34647], [-3.95741, -1.89417, -3.27221], [2.47161, -6.88258, 3.90827], [2.24143, -6.44206, 5.37980], [0.73118, -6.36960, 5.77614], [-0.05084, -5.53645, 4.67903], [0.06663, -7.83241, 5.73623], [0.70972, -8.91733, 6.66339], [0.41594, -5.75883, 7.21917], [1.23996, -4.43212, 7.47162], [0.91207, -3.45420, 6.45526], [0.31663, -2.23753, 6.92134], [3.50831, -7.13715, 3.68792], [2.06191, -6.31345, 3.07379], [1.90061, -7.80861, 3.84101], [2.63816, -5.43238, 5.48587], [2.78259, -6.97576, 6.16109], [-1.08104, -5.33990, 4.97593], [0.02382, -6.08064, 3.73755], [0.53003, -4.61923, 4.58214], [-0.02896, -8.28025, 4.74709], [-0.98476, -7.66422, 5.96947], [1.22663, -8.40776, 7.47655], [1.36333, -9.57744, 6.09317], [-0.10243, -9.60492, 6.89948], [0.72602, -6.47429, 7.98078], [-0.66635, -5.63668, 7.26203], [2.32107, -4.55773, 7.53084], [0.79798, -4.02803, 8.38237], [0.09293, -1.48461, 6.16559], [0.96687, -1.69995, 7.61147], [-0.60608, -2.44385, 7.46369], [0.46576, 4.96369, 2.88114], [1.68988, 4.61038, 3.61221], [-0.38995, 5.33218, 3.90650], [0.87260, 6.04336, 1.80130], [-0.10329, 6.22230, 0.86368], [1.14860, 7.19827, 2.31352], [1.91262, 5.75925, 1.01421], [2.58536, 3.58018, 3.13787], [3.76208, 3.56042, 4.07713], [3.83206, 4.50851, 4.61035], [3.80172, 2.70885, 4.75637], [4.74530, 3.59788, 3.60812], [2.99856, 3.85666, 2.16785], [2.18377, 2.56793, 3.09121], [0.25408, 4.08806, 2.26751]],
  "relative_energy_kcal_mol": 167.23,
  "total_charge": 1
}

***

no.,HOMO energy (eV)
1,-11.013
2,-5.156
3,-6.058